A structure of composition C4H6MnO2 in a non-equilibrium geometry, computed with ωB97M-V/def2-TZVPD.

```
13
Properties=species:S:1:pos:R:3:nbo_charge:R:1
H 1.10 -0.59 1.56 0.2531
O 2.72 0.35 0.49 -0.5557
C 1.46 0.08 0.72 0.2400
C 0.55 -0.13 -0.29 -0.5321
C -0.79 -0.81 -0.13 -0.5916
C -1.99 0.06 -0.22 0.5506
O -1.93 1.29 -0.22 -0.6853
Mn -0.14 2.10 -0.26 1.6714
H 2.82 1.07 -0.15 0.5050
H 0.96 -0.07 -1.31 0.2771
H -0.87 -1.32 0.85 0.3095
H -0.91 -1.62 -0.87 0.3243
H -2.98 -0.42 -0.17 0.2336
```

Calculated values
LUMO energy (alpha / beta) = -0.399 / -0.406 Ha
highest occupied orbital energy (alpha / beta) = -19.444 / -19.625 eV
F_max = 4.08 eV Å⁻¹
net charge = +2
2S+1 = 6